[1]
ORCA calculation (ωB97M-V with the def2-TZVPD basis set) on a single C4H6N2 molecule.

CARTESIAN COORDINATES (ANGSTROEM)
N -2.55390 -0.52593 -1.37587
C -1.84716 0.15407 -0.76479
C -0.87855 0.90146 0.03412
C 0.14165 -0.10889 0.54178
C 1.08952 -0.79626 -0.39589
N 1.50371 0.31871 0.59347
H -0.37017 1.65609 -0.57542
H -1.40524 1.43822 0.83567
H -0.21685 -0.69897 1.38820
H 1.22657 -0.51228 -1.45017
H 1.38115 -1.85886 -0.31059
H 1.92928 0.03264 1.47950

Computed properties:
Structure (SMILES): N#CC[C@H]1CN1

[2]
ORCA calculation (ωB97M-V with the def2-TZVPD basis set) on a single C4H6N2 molecule.

CARTESIAN COORDINATES (ANGSTROEM)
N -2.57590 0.06802 0.20172
C -1.43765 -0.06345 -0.16358
N -0.16734 -0.13607 -0.42294
C 0.69308 1.04774 0.04292
C 1.90994 0.09298 0.04566
C 0.74869 -1.05481 0.13080
H 0.64215 1.92053 -0.60832
H 0.48893 1.43842 1.07681
H 2.82231 0.12173 0.81020
H 2.38104 -0.04759 -0.94321
H 0.48973 -1.07114 1.28715
H 0.89422 -2.02035 -0.40884

Computed properties:
Structure (SMILES): N#CN1CCC1

[3]
ORCA calculation (ωB97M-V with the def2-TZVPD basis set) on a single C4H6N2 molecule.

CARTESIAN COORDINATES (ANGSTROEM)
N 2.06242 0.10067 0.55283
C 0.70571 0.05737 0.19416
C -0.13277 1.23517 -0.04987
C -1.39202 0.66222 -0.30678
N -1.35391 -0.67911 -0.28425
C -0.05066 -1.06739 0.02756
H 2.33084 -0.59896 1.23619
H 2.32868 1.01783 0.88672
H -0.35200 1.44387 -1.16874
H -2.28826 1.23399 -0.51675
H -2.06168 -1.29065 -0.65618
H 0.20364 -2.11501 0.08509

Computed properties:
Structure (SMILES): Nc1cc[nH]c1

[4]
ORCA calculation (ωB97M-V with the def2-TZVPD basis set) on 2 unconnected molecules or ions with the total composition C4H6N2.

CARTESIAN COORDINATES (ANGSTROEM)
C 0.51456 1.20035 0.09958
C -2.65087 -0.68401 0.68858
C 1.12282 -1.19742 -0.02268
C 1.41643 0.26998 0.11468
N -0.29322 2.08293 -0.12444
N -2.49100 -0.19925 -0.35351
H -0.86432 2.45790 0.62407
H 0.22778 -1.36273 -0.61508
H 1.96228 -1.70036 -0.49646
H 0.96540 -1.64843 0.95866
H 2.42967 0.54890 0.36581
H -2.33954 0.23213 -1.23922

[5]
ORCA calculation (ωB97M-V with the def2-TZVPD basis set) on a single C4H6N2 molecule.

CARTESIAN COORDINATES (ANGSTROEM)
H 0.53287 0.36386 2.94863
N 0.32887 0.20556 1.96203
C 1.38085 -0.16658 1.34812
C 1.36499 -0.47242 -0.10328
C 0.33255 -0.12612 -0.84078
C -0.77123 0.47556 -1.23016
N -2.07112 0.02509 -1.15324
H 2.34789 -0.31054 1.85054
H 2.22666 -0.99839 -0.51540
H -0.65695 1.46760 -1.66106
H -2.76749 0.46227 -1.72835
H -2.24788 -0.92590 -0.87704

Computed properties:
Structure (SMILES): [H]/N=C/C=C=CN

[6]
ORCA calculation (ωB97M-V with the def2-TZVPD basis set) on a single C4H6N2 molecule.

CARTESIAN COORDINATES (ANGSTROEM)
C 0.63451 -0.71455 -1.12418
N 0.21403 0.59961 -0.66728
C -1.11052 0.69956 -0.11277
C 0.08217 0.80675 0.77188
C 0.33700 -0.28013 1.69683
N 0.55906 -1.14101 2.44034
H 1.72934 -0.75558 -1.11285
H 0.23687 -1.54313 -0.50802
H 0.30433 -0.84645 -2.15486
H -1.70924 -0.20516 -0.01831
H -1.67416 1.59738 -0.35898
H 0.39661 1.78272 1.14820

Computed properties:
Structure (SMILES): CN1C[C@H]1C#N

[7]
ORCA calculation (ωB97M-V with the def2-TZVPD basis set) on a single C4H6N2 molecule.

CARTESIAN COORDINATES (ANGSTROEM)
H -1.25953 -2.85757 0.22543
N -0.80786 -1.94292 0.20943
C -1.68716 -1.02198 0.19449
C -1.31160 0.41009 0.15824
C -0.09479 0.78393 -0.16305
C 1.12640 1.00243 -0.58047
N 2.28935 1.10578 0.19780
H -2.76747 -1.22182 0.22085
H -2.08245 1.13886 0.41109
H 1.26689 1.20079 -1.64070
H 3.10934 0.79729 -0.30823
H 2.21888 0.60511 1.07513

Computed properties:
Structure (SMILES): [H]/N=C/C=C=CN

[8]
ORCA calculation (ωB97M-V with the def2-TZVPD basis set) on 2 unconnected molecules or ions with the total composition C4H6N2.

CARTESIAN COORDINATES (ANGSTROEM)
N -0.62326 -0.62121 1.26109
C 0.20768 -0.60493 0.31100
C 0.38566 -0.26932 -1.09708
C 1.56636 -0.74298 -0.21845
C -2.15012 2.69307 -0.12292
N -2.00183 1.65712 0.40507
H -0.19389 -0.92674 2.13550
H -1.75190 0.75924 0.83090
H 0.34042 0.77563 -1.39586
H 0.00671 -0.97066 -1.83739
H 1.97461 -1.73394 -0.39847
H 2.29667 0.00413 0.08593

[9]
ORCA calculation (ωB97M-V with the def2-TZVPD basis set) on 2 unconnected molecules or ions with the total composition C4H6N2.

CARTESIAN COORDINATES (ANGSTROEM)
C -1.05916 0.88988 0.61675
N 1.28251 0.47792 -1.21243
C -0.68992 -0.27704 -0.20214
N -1.23794 -1.07884 -0.91004
C 1.50221 -0.24337 -0.17007
C 1.23707 -0.96770 0.82043
H 1.78295 1.36347 -1.22675
H -0.84161 -1.79403 -1.49751
H -0.17632 1.40701 0.97948
H -1.63199 0.54111 1.47825
H -1.67441 1.56238 0.01714
H 1.50662 -1.88078 1.30689

[10]
ORCA calculation (ωB97M-V with the def2-TZVPD basis set) on a single C4H6N2 molecule.

CARTESIAN COORDINATES (ANGSTROEM)
N 3.32199 0.50923 -0.25624
C 2.25166 0.06717 -0.05541
C 0.87569 -0.68467 0.02123
N -0.17401 0.04568 -0.59544
C -0.96170 1.00360 0.07949
C -1.53741 -0.23788 -0.24314
H 1.13126 -1.60741 -0.46234
H 0.77726 -1.08069 1.04866
H -1.06681 1.99390 -0.42661
H -0.66908 1.10395 1.17376
H -1.67760 -0.78323 0.71722
H -2.27125 -0.32964 -1.00118

Computed properties:
Structure (SMILES): N#CCN1CC1

[11]
ORCA calculation (ωB97M-V with the def2-TZVPD basis set) on a single C4H6N2 molecule.

CARTESIAN COORDINATES (ANGSTROEM)
N 2.01432 -0.09498 -0.10569
C 0.63228 0.03562 0.06878
C -0.18155 1.10094 -0.19487
C -1.51228 0.60878 -0.21561
C -1.49244 -0.70719 0.16097
N -0.16184 -1.04634 0.34206
H 2.41572 0.82225 -0.26361
H 2.47734 -0.54159 0.67494
H 0.09507 2.12555 -0.40726
H -2.19513 1.12078 -0.86066
H -2.26872 -1.43607 0.35972
H 0.17722 -1.98775 0.44124

Computed properties:
Structure (SMILES): Nc1ccc[nH]1

[12]
ORCA calculation (ωB97M-V with the def2-TZVPD basis set) on a single C4H6N2 molecule.

CARTESIAN COORDINATES (ANGSTROEM)
C 1.40704 -0.22473 0.21231
C -0.02396 0.27551 0.13441
C -0.15395 1.64846 -0.34521
N -0.19487 2.70532 -0.81675
C -0.97235 -0.71739 -0.38805
N -0.93587 -0.40588 1.05608
H 1.79146 -0.28675 -0.81155
H 1.40000 -1.22841 0.64764
H 2.06504 0.41619 0.80021
H -1.80410 -0.28679 -0.95011
H -0.66535 -1.71986 -0.63323
H -1.91309 -0.17567 1.09424

Computed properties:
Structure (SMILES): C[C@@]1(C#N)CN1

For the records above, the corresponding highest occupied orbital energy values read -10.2 -9.6 -7.8 -8.7 -8.1 -9.9 -8.4 -10.3 -7.9 -10.0 -7.4 -10.4 eV.
For the records above, the corresponding ΔE to the lowest compared entry with this formula, charge and spin values read 175.6 263.2 271.3 277.9 240.5 179.4 230.5 295.0 500.8 259.7 69.2 205.2 kJ/mol.
For the records above, the corresponding largest force on an atom values read 1.13 6.84 1.99 0.81 0.42 1.28 0.44 1.25 1.72 5.55 1.36 2.05 eV/Å.